(1)
DFT (ωB97M-V with the def2-TZVPD basis set) results for 2 unconnected molecules or ions with the total composition C5H13NO3S.

Last columns: bonded neighbours and bond lengths (Å).
CARTESIAN COORDINATES (ANGSTROEM)
1 S -2.64 0.38 0.52  O2 1.623, O3 1.495, O4 1.449, C6 1.864
2 O -4.21 0.00 0.39  S1 1.623, H12 0.967
3 O -2.31 0.90 -0.84  S1 1.495
4 O -2.36 1.13 1.72  S1 1.449
5 N -0.93 -1.17 -0.41  C6 1.503, H11 1.064, H13 1.095, H20 0.991
6 C -2.04 -1.38 0.58  S1 1.864, N5 1.503, H14 1.058
7 C 1.51 -0.48 0.93  C8 1.360, H15 1.060, H21 1.117
8 C 1.95 0.34 -0.06  C7 1.360, C9 1.490, C10 1.477
9 C 1.26 1.64 -0.29  C8 1.490, H17 1.075, H19 1.043, H23 1.199
10 C 2.91 -0.07 -1.11  C8 1.477, H16 1.019, H18 1.073, H22 1.151
11 H -1.43 -0.32 -0.81  N5 1.064
12 H -4.52 -0.18 1.29  O2 0.967
13 H -0.92 -1.98 -1.14  N5 1.095
14 H -1.76 -1.54 1.59  C6 1.058
15 H 1.00 -0.20 1.82  C7 1.060
16 H 3.28 0.74 -1.61  C10 1.019
17 H 0.40 1.59 0.35  C9 1.075
18 H 3.75 -0.59 -0.69  C10 1.073
19 H 0.94 1.83 -1.26  C9 1.043
20 H 0.00 -0.97 -0.12  N5 0.991
21 H 1.78 -1.56 0.95  C7 1.117
22 H 2.40 -0.63 -1.98  C10 1.151
23 H 1.96 2.51 0.15  C9 1.199

structure (SMILES): [NH3+]C=[S@](=O)([O-])O.C=C(C)C
Kohn-Sham gap: 8.41 eV
LUMO level: 0.524 eV

How is the electron density shared among the atoms? According to natural (NBO), the charges in e are: 2.18, -0.86, -0.93, -0.92, -0.76, -0.67, -0.50, 0.07, -0.65, -0.65, 0.44, 0.50, 0.40, 0.18, 0.22, 0.22, 0.23, 0.23, 0.23, 0.41, 0.20, 0.22, 0.22



(2)
DFT (ωB97M-V with the def2-TZVPD basis set) results for C5H13NOS in the gas phase.

Last columns: bonded neighbours and bond lengths (Å).
CARTESIAN COORDINATES (ANGSTROEM)
1 S 2.86 2.26 -1.93  C8 1.806, H9 1.366
2 O -3.29 -0.16 1.25  C7 1.429, H13 0.972
3 N -1.05 0.10 0.58  C4 1.500, C7 1.500, H17 0.994
4 C 0.20 -0.50 0.02  N3 1.500, C5 1.495, C6 1.575, H20 1.105
5 C 0.53 -1.65 0.91  C4 1.495, H11 1.063, H16 1.149, H18 1.113
6 C 1.33 0.60 -0.03  C4 1.575, C8 1.572, H10 1.037, H14 1.070
7 C -2.42 -0.29 0.13  O2 1.429, N3 1.500, H12 1.134, H19 1.056
8 C 1.34 1.47 -1.34  S1 1.806, C6 1.572, H15 1.125, H21 1.125
9 H 3.93 1.57 -1.44  S1 1.366
10 H 1.12 1.22 0.78  C6 1.037
11 H 0.96 -1.52 1.88  C5 1.063
12 H -2.49 -1.37 -0.23  C7 1.134
13 H -3.92 0.58 1.17  O2 0.972
14 H 2.27 0.10 0.05  C6 1.070
15 H 0.57 2.27 -1.17  C8 1.125
16 H 1.26 -2.43 0.48  C5 1.149
17 H -1.10 -0.19 1.53  N3 0.994
18 H -0.41 -2.21 1.09  C5 1.113
19 H -2.81 0.36 -0.61  C7 1.056
20 H 0.05 -0.91 -0.99  C4 1.105
21 H 1.09 0.70 -2.12  C8 1.125

structure (SMILES): C[C@H](CCS)NCO
Kohn-Sham gap: 9.78 eV
LUMO level: 0.884 eV

How is the electron density shared among the atoms? According to natural (NBO), the charges in e are: -0.05, -0.74, -0.66, -0.06, -0.63, -0.39, 0.11, -0.53, 0.13, 0.21, 0.22, 0.14, 0.48, 0.20, 0.24, 0.21, 0.36, 0.21, 0.16, 0.19, 0.21



(3)
DFT (ωB97M-V with the def2-TZVPD basis set) results for C5H13NOS in the gas phase.

Last columns: bonded neighbours and bond lengths (Å).
CARTESIAN COORDINATES (ANGSTROEM)
1 S -0.24 -0.70 0.63  O2 1.490, N3 1.485, C4 1.777, C8 2.171
2 O -0.38 -1.76 -0.40  S1 1.490
3 N -0.13 -0.88 2.10  S1 1.485, H19 1.073
4 C -1.71 0.27 0.38  S1 1.777, C5 1.452, H12 1.126, H17 1.146
5 C -2.93 -0.43 0.76  C4 1.452, H9 1.144, H10 1.039, H14 1.104
6 C 2.50 0.33 0.53  C8 1.489, H16 1.126, H18 1.012, H20 1.054
7 C 1.28 0.06 -1.72  C8 1.480, H11 1.135, H15 1.207, H21 1.106
8 C 1.29 0.52 -0.31  S1 2.171, C6 1.489, C7 1.480, H13 1.118
9 H -3.73 0.33 1.07  C5 1.144
10 H -3.29 -1.13 0.09  C5 1.039
11 H 1.59 -1.01 -1.93  C7 1.135
12 H -1.60 0.49 -0.72  C4 1.126
13 H 1.04 1.61 -0.28  C8 1.118
14 H -2.85 -0.94 1.74  C5 1.104
15 H 0.17 0.18 -2.17  C7 1.207
16 H 2.29 0.45 1.63  C6 1.126
17 H -1.70 1.36 0.71  C4 1.146
18 H 3.15 1.06 0.27  C6 1.012
19 H 0.46 -1.73 2.40  N3 1.073
20 H 3.04 -0.57 0.42  C6 1.054
21 H 1.89 0.79 -2.29  C7 1.106

structure (SMILES): CC[S@@](=N)(=O)C(C)C
Kohn-Sham gap: 9.66 eV
LUMO level: 0.844 eV

How is the electron density shared among the atoms? According to natural (NBO), the charges in e are: 1.90, -0.96, -1.17, -0.65, -0.64, -0.65, -0.65, -0.29, 0.22, 0.23, 0.24, 0.23, 0.21, 0.24, 0.22, 0.23, 0.24, 0.21, 0.40, 0.21, 0.21



(4)
DFT (ωB97M-V with the def2-TZVPD basis set) results for a gas-phase ion, C5H13NOS (charge +1).

Last columns: bonded neighbours and bond lengths (Å).
CARTESIAN COORDINATES (ANGSTROEM)
1 S -1.42 -2.16 1.39  C5 1.852, H20 1.392
2 O -0.52 2.89 0.02  C8 1.369, H18 0.904
3 N 1.14 1.30 -0.20  C4 1.442, C8 1.430, H21 1.041
4 C 0.59 0.46 -1.24  N3 1.442, C6 1.615, C7 1.611, H14 1.243
5 C 0.05 -1.41 0.54  S1 1.852, C7 1.481, H11 1.166, H16 1.163
6 C 1.75 -0.18 -2.16  C4 1.615, H9 1.076, H10 1.200, H19 1.059
7 C -0.44 -0.61 -0.60  C4 1.611, C5 1.481, H12 1.173, H17 1.201
8 C 0.33 2.07 0.70  O2 1.369, N3 1.430, H13 1.097, H15 1.117
9 H 1.16 -0.82 -2.80  C6 1.076
10 H 2.32 0.78 -2.59  C6 1.200
11 H 0.44 -0.85 1.49  C5 1.166
12 H -0.72 -1.36 -1.46  C7 1.173
13 H -0.32 1.50 1.37  C8 1.097
14 H 0.02 1.34 -1.91  C4 1.243
15 H 0.99 2.62 1.42  C8 1.117
16 H 0.84 -2.22 0.27  C5 1.163
17 H -1.23 0.20 -0.18  C7 1.201
18 H -0.99 2.65 -0.72  O2 0.904
19 H 2.27 -0.79 -1.47  C6 1.059
20 H -1.11 -3.48 1.70  S1 1.392
21 H 1.70 0.67 0.40  N3 1.041

spin multiplicity: 2
total charge: +1
⟨S²⟩: 0.756
Kohn-Sham gap (alpha / beta): 9.96 / 4.50 eV
LUMO level (alpha / beta): -3.008 / -8.279 eV

How is the electron density shared among the atoms? According to natural (NBO), the charges in e are: 0.00, -0.68, -0.23, -0.07, -0.58, -0.59, -0.42, 0.04, 0.24, 0.26, 0.22, 0.29, 0.25, 0.23, 0.25, 0.26, 0.24, 0.50, 0.21, 0.18, 0.40



(5)
DFT (ωB97M-V with the def2-TZVPD basis set) results for 2 unconnected molecules or ions with the total composition C5H13NOSi.

Last columns: bonded neighbours and bond lengths (Å).
CARTESIAN COORDINATES (ANGSTROEM)
1 Si 2.98 0.71 -0.59  H11 1.459, H14 1.448, H18 1.418, H19 1.455
2 O 1.92 -3.15 -0.02  N3 1.223
3 N 1.14 -2.23 0.14  O2 1.223, C4 1.184
4 C 0.46 -1.27 -0.07  N3 1.184, C8 1.473
5 C -0.99 0.80 -0.44  C8 1.489, H9 1.072, H13 1.154, H17 1.114
6 C -0.73 -0.35 1.75  C8 1.503, H10 1.110, H15 1.068, H21 1.107
7 C -1.89 -1.48 0.04  C8 1.522, H12 1.095, H16 1.090, H20 1.116
8 C -0.74 -0.50 0.25  C4 1.473, C5 1.489, C6 1.503, C7 1.522
9 H -2.02 1.06 -0.31  C5 1.072
10 H -0.14 -1.13 2.27  C6 1.110
11 H 3.02 1.95 0.18  Si1 1.459
12 H -1.67 -2.20 -0.75  C7 1.095
13 H -0.27 1.60 -0.04  C5 1.154
14 H 1.60 0.26 -0.60  Si1 1.448
15 H -1.72 -0.35 2.16  C6 1.068
16 H -2.73 -0.89 -0.32  C7 1.090
17 H -0.78 0.74 -1.53  C5 1.114
18 H 3.69 -0.31 0.09  Si1 1.418
19 H 3.40 0.71 -1.98  Si1 1.455
20 H -2.13 -1.68 1.11  C7 1.116
21 H -0.03 0.47 1.99  C6 1.107

structure (SMILES): CC(C)(C)C#[N+][O-].[SiH4]
Kohn-Sham gap: 9.63 eV
LUMO level: 0.640 eV

How is the electron density shared among the atoms? According to natural (NBO), the charges in e are: 0.65, -0.44, 0.15, 0.23, -0.60, -0.60, -0.59, -0.16, 0.22, 0.23, -0.15, 0.23, 0.22, -0.18, 0.21, 0.21, 0.23, -0.15, -0.15, 0.23, 0.22



(6)
DFT (ωB97M-V with the def2-TZVPD basis set) results for C5H13NOSi in the gas phase.

Last columns: bonded neighbours and bond lengths (Å).
CARTESIAN COORDINATES (ANGSTROEM)
1 Si 1.65 -0.51 0.03  O2 1.658, C4 1.943, C6 1.922, H21 1.556
2 O 0.08 -0.56 0.57  Si1 1.658, C5 1.332
3 N -2.08 0.09 0.94  C5 1.300, C7 1.395
4 C 2.83 -0.74 1.55  Si1 1.943, H9 1.161, H10 1.142, H12 1.098
5 C -1.12 -0.22 0.12  O2 1.332, N3 1.300, C8 1.543
6 C 1.88 1.26 -0.69  Si1 1.922, H14 1.114, H15 1.169, H19 1.150
7 C -3.41 0.38 0.63  N3 1.395, H11 1.049, H18 1.115, H20 1.113
8 C -1.31 -0.40 -1.40  C5 1.543, H13 1.041, H16 1.076, H17 1.091
9 H 2.49 -0.19 2.51  C4 1.161
10 H 3.95 -0.66 1.33  C4 1.142
11 H -3.89 -0.54 0.49  C7 1.049
12 H 2.66 -1.78 1.83  C4 1.098
13 H -1.46 -1.42 -1.53  C8 1.041
14 H 2.87 1.31 -1.19  C6 1.114
15 H 1.00 1.37 -1.45  C6 1.169
16 H -0.33 -0.17 -1.78  C8 1.076
17 H -2.11 0.18 -1.86  C8 1.091
18 H -3.43 0.93 -0.34  C7 1.115
19 H 1.69 2.19 -0.04  C6 1.150
20 H -3.81 1.01 1.45  C7 1.113
21 H 1.87 -1.51 -1.14  Si1 1.556

structure (SMILES): C/N=C(\C)O[SiH](C)C
Kohn-Sham gap: 9.77 eV
LUMO level: 0.860 eV

How is the electron density shared among the atoms? According to natural (NBO), the charges in e are: 1.64, -0.85, -0.48, -1.12, 0.59, -1.15, -0.42, -0.71, 0.26, 0.25, 0.20, 0.23, 0.23, 0.24, 0.23, 0.21, 0.23, 0.16, 0.26, 0.21, -0.20



What did we get for relative energy (zero: lowest compared OMol25 entry of this formula, charge and spin)? Answer: 96.7; 44.6; 83.8; 77.1; 154.6; 34.3 kcal/mol, in the order shown.
What did we get for calculated total energy? Answer: -23858.93041; -19767.16893; -19765.46870; -19757.33217; -16805.81360; -16811.03083 eV, in the order shown.